Arrangement A

Entry from the OMol25 dataset: the ion C5H10N3O with charge +1 (ωB97M-V/def2-TZVPD).

gap between HOMO and LUMO = 8.98 eV
SMILES = O=C=N[NH+]1CCNCC1
E_LUMO = -0.175 Eh
charge = +1
multiplicity = 1

Geometry as XYZ:
```
19
Properties=species:S:1:pos:R:3:lowdin_charge:R:1
O 0.5103 0.3207 3.1410 0.181
C -0.4068 0.6396 2.3409 -0.088
N -1.3864 1.0353 1.5515 0.139
N -1.1978 0.5665 0.2166 -0.141
C -1.0881 -0.9238 0.0991 -0.097
C 0.3807 -1.5200 -0.1464 -0.172
N 0.9177 -0.8429 -1.4028 -0.080
C 1.1771 0.5671 -0.9528 -0.199
C -0.1169 1.3757 -0.4466 -0.079
H -2.0945 0.8291 -0.2634 0.205
H -1.5428 -1.5083 1.0011 0.165
H -1.7390 -1.2393 -0.8171 0.164
H 0.4462 -2.6646 -0.1907 0.149
H 1.0405 -1.1942 0.7644 0.120
H 1.8225 -1.3001 -1.6552 0.130
H 2.0098 0.5719 -0.1556 0.129
H 1.5963 1.1311 -1.8850 0.150
H -0.5826 1.8820 -1.3903 0.159
H 0.2661 2.2688 0.1972 0.165
```

***

Arrangement B

Entry from the OMol25 dataset: the ion C5H10N3O with charge +1 (ωB97M-V/def2-TZVPD).

gap between HOMO and LUMO (alpha / beta) = 7.74 / 7.74 eV
SMILES = C=N/C(=C/[NH+]=C)NCO
E_LUMO (alpha / beta) = -0.178 / -0.178 Eh
charge = +1
multiplicity = 1

Geometry as XYZ:
```
19
Properties=species:S:1:pos:R:3:lowdin_charge:R:1
C -0.3802 -2.9390 1.3851 0.131
C 0.2778 2.9725 1.0980 0.002
C -0.2309 -0.5451 1.3581 -0.055
C -0.0578 0.6635 0.5982 -0.168
C 0.1123 -0.1804 -1.9334 -0.336
N 0.0092 -1.8166 0.9317 -0.019
N -0.3537 1.9013 1.1829 0.043
N 0.4362 0.6882 -0.8304 0.074
O -0.5863 0.4553 -2.9249 -0.019
H -0.0517 -3.8457 0.9076 0.112
H -1.0307 -3.1427 2.1700 0.097
H 1.3131 3.2477 0.5892 0.141
H -0.2645 3.8536 1.5433 0.106
H -0.9494 -0.4557 2.2000 0.143
H 1.1254 -0.5946 -2.3118 0.156
H -0.6108 -0.9514 -1.5823 0.133
H 0.7877 -1.8620 0.1537 0.227
H 0.3619 1.6516 -0.9997 0.082
H 0.0925 0.8996 -3.5352 0.151
```

***

Arrangement C

Entry from the OMol25 dataset: the ion C5H10N3O with charge +1 (ωB97M-V/def2-TZVPD).

gap between HOMO and LUMO = 10.59 eV
SMILES = CC1=NC(=[NH2+])N[C@@]1(C)O
E_LUMO = -0.149 Eh
charge = +1
multiplicity = 1

Geometry as XYZ:
```
19
Properties=species:S:1:pos:R:3:lowdin_charge:R:1
C 0.0529 1.0088 -0.3031 -0.235
C -1.8752 -0.0891 -0.1378 -0.399
C 0.5501 -0.4528 -0.4823 -0.413
C 1.0029 2.1012 -0.2292 0.032
C 1.1125 -1.1482 0.7518 0.021
N -1.1996 1.1121 -0.1264 0.190
N -1.1310 -1.1442 -0.4096 0.186
N -3.2051 0.0580 0.0490 0.226
O 0.9778 -0.7372 -1.6633 0.104
H 0.4254 3.0537 -0.2601 0.128
H 1.4932 1.9116 -1.0920 0.061
H 1.6509 1.9879 0.6735 0.132
H 1.0927 -2.1859 0.5677 0.083
H 0.4134 -0.7362 1.5894 0.140
H 1.9772 -0.5854 1.1557 0.107
H -1.3596 -2.0826 -0.8374 0.179
H -3.4613 1.0371 0.0291 0.128
H -3.9071 -0.5910 -0.1869 0.114
H 1.7055 -1.4877 -1.6661 0.217
```

***

Arrangement D

Entry from the OMol25 dataset: a structure of composition C5H10N3O (ωB97M-V/def2-TZVPD).

gap between HOMO and LUMO = 8.77 eV
E_LUMO = -0.146 Eh
charge = +1
multiplicity = 1

Geometry as XYZ:
```
19
Properties=species:S:1:pos:R:3:lowdin_charge:R:1
C -2.8594 -0.1886 0.4270 -0.102
C -1.9605 0.7464 0.0767 -0.047
C -1.0614 -1.2737 0.1479 -0.138
C 1.9501 -0.2666 0.8247 -0.055
C 0.5145 0.6699 -0.1394 -0.157
N -2.3016 -1.4332 0.4087 0.097
N -0.7380 0.1009 -0.0596 -0.075
N 1.0892 0.7911 -1.6069 0.164
O 1.6764 -1.6290 1.0205 -0.030
H -3.8300 0.0080 0.4776 0.073
H -2.0679 1.7676 0.0455 0.100
H -0.4755 -2.1680 0.1609 0.122
H 2.8427 -0.0562 0.1983 0.108
H 1.9452 0.4240 1.6184 0.086
H 0.4548 1.6547 0.2799 0.134
H 0.8621 -0.0851 -2.2454 0.222
H 0.5644 1.6793 -2.0404 0.212
H 2.1194 1.0621 -1.4696 0.171
H 1.2753 -1.8037 1.8751 0.114
```

***

Stability, highest: arrangement C

***

Arrangement A

Entry from the OMol25 dataset: the molecule C3H7N (ωB97M-V/def2-TZVPD).

gap between HOMO and LUMO = 9.15 eV
SMILES = C=C(C)N
E_LUMO = 0.041 Eh
multiplicity = 1

Geometry as XYZ:
```
11
Properties=species:S:1:pos:R:3:lowdin_charge:R:1
C 0.7188 -0.9670 -0.0545 -0.109
C -0.1663 0.1506 0.0081 -0.533
C -1.3976 0.1274 -0.4555 0.000
N 0.3759 1.2225 0.7398 0.074
H 0.3271 -1.9969 0.2188 0.097
H 1.7083 -1.0255 0.4339 0.069
H 1.1298 -1.1460 -1.1534 0.123
H -2.0728 0.9616 -0.3920 0.040
H -1.9562 -0.6192 -1.0408 0.064
H 1.2730 1.1231 1.1870 0.077
H 0.0600 2.1693 0.5086 0.098
```

***

Arrangement B

Entry from the OMol25 dataset: a cluster of 2 separate species, C3H7N in total (ωB97M-V/def2-TZVPD).

gap between HOMO and LUMO = 8.70 eV
E_LUMO = 0.046 Eh
multiplicity = 1

Geometry as XYZ:
```
11
Properties=species:S:1:pos:R:3:lowdin_charge:R:1
C 0.0659 -0.7008 -1.2790 -0.014
N -0.1305 0.2390 -0.4032 -0.265
C -0.7740 0.7354 0.6357 -0.123
C 0.6431 1.1048 0.4764 -0.107
H -0.1909 -1.8099 0.7864 0.053
H 1.0628 -0.8494 -1.6699 0.065
H -0.7849 -1.2533 -1.6566 0.065
H -1.7462 1.1767 0.7681 0.092
H -0.5180 -1.2775 1.2278 0.042
H 0.9776 2.0433 0.0289 0.096
H 1.3951 0.5917 1.0854 0.096
```

***

Stability, highest: arrangement A

***

Arrangement A

Entry from the OMol25 dataset: a cluster of 2 separate species, C2H4NO2 in total (ωB97M-V/def2-TZVPD).

gap between HOMO and LUMO = 8.38 eV
E_LUMO = 0.162 Eh
charge = -1
multiplicity = 1

Geometry as XYZ:
```
9
Properties=species:S:1:pos:R:3:lowdin_charge:R:1
O -0.0957 -0.0593 -1.9566 -0.148
C 0.9560 0.6006 -1.7360 -0.665
O 1.2223 1.3564 -0.7610 -0.180
H 1.7941 0.5960 -2.4550 0.073
C -0.4769 -0.2477 1.2596 -0.138
N -1.4829 -1.0327 1.1137 -0.016
H -0.0466 0.1897 0.3226 0.019
H 0.0613 -0.0801 2.2273 0.058
H -1.9316 -1.3230 1.9856 -0.002
```

***

Arrangement B

Entry from the OMol25 dataset: a structure of composition C2H4NO2 (ωB97M-V/def2-TZVPD).

gap between HOMO and LUMO = 5.43 eV
E_LUMO = 0.152 Eh
charge = -1
multiplicity = 1

Geometry as XYZ:
```
9
Properties=species:S:1:pos:R:3:lowdin_charge:R:1
C -0.2925 -0.7415 -0.1946 -0.269
C 0.4531 0.4205 0.4691 -0.320
N -1.2713 0.4497 -0.4552 -0.216
O -2.2721 0.4064 0.4072 -0.407
O 1.6908 0.7819 -0.0010 -0.122
H 0.1648 -1.1434 -1.1050 0.055
H -0.6130 -1.7417 0.3334 0.091
H 0.3484 0.8060 1.5239 0.104
H 1.7918 0.7620 -0.9779 0.084
```

***

Arrangement C

Entry from the OMol25 dataset: a cluster of 2 separate species, C2H4NO2 in total (ωB97M-V/def2-TZVPD).

gap between HOMO and LUMO = 5.68 eV
E_LUMO = 0.112 Eh
charge = -1
multiplicity = 1

Geometry as XYZ:
```
9
Properties=species:S:1:pos:R:3:lowdin_charge:R:1
C -0.1348 -0.5918 -0.5713 0.023
N -1.3037 -0.7422 0.0037 -0.027
C -1.1639 -0.1410 1.2897 -0.409
O 2.6395 0.4058 -1.7596 -0.641
O -1.0019 1.0418 1.4634 0.022
H 0.7495 -1.2388 -0.4858 0.078
H 3.4610 -0.0792 -1.6138 -0.223
H 0.0018 0.2888 -1.2063 0.075
H -1.3177 -0.8878 2.0754 0.102
```

***

Stability, highest: arrangement A

***

Arrangement A

Entry from the OMol25 dataset: a structure of composition C2H4NO2 (ωB97M-V/def2-TZVPD).

gap between HOMO and LUMO = 8.16 eV
E_LUMO = 0.171 Eh
charge = -1
multiplicity = 1

Geometry as XYZ:
```
9
Properties=species:S:1:pos:R:3:lowdin_charge:R:1
C 0.5746 -1.2093 0.2679 -0.168
C 0.0591 -0.0120 -0.6202 -0.019
N 1.1419 0.0636 0.0667 -0.366
O 2.3316 0.5768 0.1780 -0.219
O -1.9598 1.2679 -0.1296 -0.331
H -0.0230 -1.3978 1.2736 0.097
H 0.6319 -2.0458 -0.4338 0.052
H -1.1699 0.5803 -0.6535 -0.040
H -1.5865 2.1764 0.0510 -0.007
```

***

Arrangement B

Entry from the OMol25 dataset: a structure of composition C2H4NO2 (ωB97M-V/def2-TZVPD).

gap between HOMO and LUMO = 7.15 eV
E_LUMO = 0.169 Eh
charge = -1
multiplicity = 1

Geometry as XYZ:
```
9
Properties=species:S:1:pos:R:3:lowdin_charge:R:1
C -0.3253 -0.4748 -0.7948 -0.116
C -0.9338 0.2346 0.4318 -0.506
N -0.1913 -0.7830 0.5696 -0.289
O 0.3881 -1.6365 1.3521 -0.254
O -1.5670 1.2316 0.7760 -0.067
H -0.9283 -1.1170 -1.4527 0.061
H 0.4766 0.0318 -1.4264 0.047
H 1.5508 1.3440 0.6790 0.081
H 1.5303 1.1693 -0.1347 0.043
```

***

Stability, highest: arrangement B

***

Arrangement A

Entry from the OMol25 dataset: a structure of composition C3H8OS2 (ωB97M-V/def2-TZVPD).

gap between HOMO and LUMO = 8.47 eV
E_LUMO = -0.012 Eh
multiplicity = 1

Geometry as XYZ:
```
14
Properties=species:S:1:pos:R:3:lowdin_charge:R:1
C 0.9048 -0.8760 0.5239 -0.715
C -0.4854 -0.5749 0.5235 -0.844
C -0.8418 0.9070 0.3107 -0.289
H 2.8200 1.1316 -0.2673 0.063
H 1.2720 -0.5891 1.5378 0.096
H 1.2597 -2.0480 0.4831 0.119
H -0.7254 -0.9721 1.4257 0.064
H -2.2634 -0.1744 -1.3854 0.136
H -1.9005 1.2548 0.8131 0.171
H 0.2182 1.5012 0.6814 0.158
H -0.1186 1.0234 -1.7577 0.112
O -0.9277 1.2336 -1.0979 -0.309
S 1.9329 -0.3308 -0.9093 0.569
S -1.1449 -1.4863 -0.8815 0.669
```

***

Arrangement B

Entry from the OMol25 dataset: a cluster of 2 separate species, C3H8OS2 in total (ωB97M-V/def2-TZVPD).

gap between HOMO and LUMO = 9.42 eV
SMILES = C1CSCS1.O
E_LUMO = 0.025 Eh
multiplicity = 1

Geometry as XYZ:
```
14
Properties=species:S:1:pos:R:3:lowdin_charge:R:1
S 1.3966 0.7102 -1.5883 0.785
S -0.5508 -0.5769 0.3007 0.776
C 1.2355 -0.2611 -0.0861 -0.781
C -0.2177 0.4089 -2.2855 -0.557
C -1.2433 0.2871 -1.1319 -0.560
H 1.8154 0.2739 0.6904 0.037
H 1.7443 -1.2246 -0.2821 0.027
H -0.1282 -0.5461 -2.8382 0.073
H -0.4308 1.2061 -3.0233 0.082
H -2.0835 -0.3452 -1.4779 0.070
H -1.6681 1.2443 -0.7728 0.073
O 0.1479 -0.0534 4.3528 -0.093
H 0.3762 -0.9765 4.6059 0.047
H -0.3935 -0.1468 3.5364 0.020
```

***

Stability, highest: arrangement B

***

Arrangement A

Entry from the OMol25 dataset: a cluster of 2 separate species, C3H8OS2 in total (ωB97M-V/def2-TZVPD).

gap between HOMO and LUMO = 8.55 eV
SMILES = C1CSSC1.O
E_LUMO = 0.021 Eh
multiplicity = 1

Geometry as XYZ:
```
14
Properties=species:S:1:pos:R:3:lowdin_charge:R:1
S -0.6288 -1.1540 -0.9703 0.444
S -1.0870 0.2708 -2.3084 0.440
C -0.8119 -0.0701 0.4669 -0.554
C -0.5864 1.7423 -1.2179 -0.495
C -0.0563 1.2264 0.1168 -0.337
H -0.2809 -0.5975 1.2826 0.069
H -1.8655 0.0605 0.7805 0.088
H -1.3852 2.5059 -1.1530 0.078
H 0.3016 2.2220 -1.6726 0.068
H 1.0420 1.1196 0.0287 0.113
H -0.2585 2.0322 0.8484 0.116
O 1.8310 -3.4971 1.1375 -0.088
H 1.4586 -2.6802 0.7346 0.011
H 2.3272 -3.1807 1.9261 0.048
```

***

Arrangement B

Entry from the OMol25 dataset: a cluster of 2 separate species, C3H8OS2 in total (ωB97M-V/def2-TZVPD).

gap between HOMO and LUMO = 8.89 eV
SMILES = C=CO.CSS
E_LUMO = 0.012 Eh
multiplicity = 1

Geometry as XYZ:
```
14
Properties=species:S:1:pos:R:3:lowdin_charge:R:1
C 1.2782 -0.0730 -1.9956 -0.465
S 1.9055 -1.1936 -0.6653 0.370
S 0.1458 -2.2258 -0.1103 0.320
H 1.8786 0.8413 -2.0744 0.037
H 0.2825 0.2756 -1.7703 0.006
H 1.4068 -0.6035 -2.9291 0.018
H 0.0569 -1.9676 1.1955 -0.224
C -0.7205 0.2125 1.8027 -0.075
C -0.5940 1.1334 0.8338 -0.242
O -1.7936 1.6364 0.3445 -0.035
H 0.0865 -0.0221 2.4948 0.056
H -1.6090 -0.3722 2.0650 0.068
H 0.2200 1.2286 0.1483 0.079
H -2.5438 1.1299 0.6605 0.086
```

***

Stability, highest: arrangement A